A cluster of 17 separate species, C84H219N17O25 in total at a distorted geometry, computed with the ωB97M-V functional and the def2-TZVPD basis.

Positions of all 345 atoms, in Å:
1 C 10.6338 2.5002 -9.9790
2 O 9.7285 1.7107 -9.1694
3 C 9.1861 2.4740 -8.0812
4 C 7.9334 1.7304 -7.5804
5 N 7.1965 2.5534 -6.6144
6 C 5.9527 1.9777 -6.0312
7 C 5.4219 2.9331 -4.9094
8 O 6.0969 2.6592 -3.6236
9 C 5.7443 3.6742 -2.6401
10 H 11.4934 2.9272 -9.4624
11 H 9.9284 3.2048 -10.4195
12 H 11.1122 1.9023 -10.7547
13 H 8.8324 3.4342 -8.4564
14 H 9.9179 2.5454 -7.2765
15 H 8.1783 0.8378 -7.0048
16 H 7.3493 1.4162 -8.4454
17 H 7.7952 2.9151 -5.8858
18 H 5.9577 0.9586 -5.6448
19 H 5.2318 2.0596 -6.8447
20 H 4.3370 2.8321 -4.8791
21 H 5.6861 3.9608 -5.1586
22 H 6.0295 4.6958 -2.8913
23 H 6.1939 3.4069 -1.6838
24 H 4.6693 3.7240 -2.4668
25 C -7.0584 -1.9318 -1.4637
26 O -7.3860 -2.4447 -0.1632
27 C -6.3925 -3.0887 0.5734
28 C -7.0638 -3.4403 1.9506
29 N -6.1815 -4.3986 2.6131
30 C -6.7768 -5.0684 3.8175
31 C -6.9824 -4.3150 5.1274
32 O -5.7882 -3.7943 5.5318
33 C -5.8619 -3.0762 6.7584
34 H -6.1154 -1.3973 -1.3493
35 H -7.8096 -1.2534 -1.8683
36 H -6.9410 -2.7894 -2.1261
37 H -5.5201 -2.4460 0.6916
38 H -6.0678 -4.0342 0.1388
39 H -8.0600 -3.8572 1.8025
40 H -7.1433 -2.5744 2.6079
41 H -5.3264 -3.9029 2.8209
42 H -6.1490 -5.9258 4.0599
43 H -7.7343 -5.5151 3.5493
44 H -7.4976 -4.9037 5.8865
45 H -7.6270 -3.4662 4.8989
46 H -4.8842 -2.6497 6.9826
47 H -6.1007 -3.6000 7.6840
48 H -6.6568 -2.3314 6.7191
49 C 0.8097 0.5713 4.9126
50 O 1.6430 0.7565 6.0695
51 C 1.2328 1.9729 6.6938
52 C 2.0993 2.2866 7.8829
53 N 1.6590 1.5990 9.1553
54 C 1.9353 0.1314 9.0332
55 C 1.6774 -0.5989 10.3477
56 O 2.5476 -0.1461 11.3893
57 C 2.4870 -0.9243 12.6024
58 H -0.2519 0.4354 5.1192
59 H 1.2126 -0.3731 4.5468
60 H 0.9425 1.3563 4.1682
61 H 0.2036 1.9380 7.0511
62 H 1.2562 2.7984 5.9824
63 H 1.9834 3.3512 8.0864
64 H 3.1538 2.2309 7.6129
65 H 2.1117 2.0421 9.9419
66 H 2.9635 0.0133 8.6912
67 H 1.2232 -0.3119 8.3372
68 H 1.8722 -1.6626 10.2109
69 H 0.6378 -0.4824 10.6538
70 H 2.5189 -2.0054 12.4664
71 H 1.5796 -0.6764 13.1529
72 H 3.3025 -0.5863 13.2418
73 C -7.6996 1.0030 0.5150
74 O -6.9139 2.1984 0.2764
75 C -6.0764 2.1879 -0.9254
76 C -5.1664 3.4347 -0.7655
77 N -4.1645 3.5391 -1.8113
78 C -3.3177 4.7405 -1.5935
79 C -2.2399 4.8679 -2.6494
80 O -1.1132 4.0525 -2.4432
81 C -0.1160 4.2461 -3.4029
82 H -8.2310 0.7645 -0.4063
83 H -8.4171 1.2152 1.3076
84 H -7.0631 0.1706 0.8152
85 H -6.6381 2.2381 -1.8582
86 H -5.5754 1.2231 -1.0046
87 H -4.6182 3.3234 0.1700
88 H -5.8128 4.2968 -0.6008
89 H -3.6243 2.6879 -1.8732
90 H -2.8426 4.6414 -0.6174
91 H -3.9820 5.5994 -1.6881
92 H -1.9238 5.9106 -2.6791
93 H -2.6533 4.6884 -3.6419
94 H -0.5552 4.3574 -4.3942
95 H 0.5002 3.3469 -3.3987
96 H 0.4078 5.1798 -3.1984
97 C -4.3103 6.3490 1.0723
98 O -4.5242 6.9407 2.3400
99 C -5.0418 8.3074 2.1999
100 C -5.0745 9.0381 3.5158
101 N -3.8027 9.6344 3.8678
102 C -3.7230 10.1662 5.2388
103 C -3.7612 9.1066 6.3783
104 O -5.0854 8.8453 6.8084
105 C -5.0103 7.8755 7.8645
106 H -3.8511 5.3621 1.1278
107 H -3.7355 6.8884 0.3195
108 H -5.2564 6.1363 0.5745
109 H -6.0830 8.1741 1.9061
110 H -4.6024 8.8584 1.3684
111 H -5.3760 8.4800 4.4022
112 H -5.8322 9.8142 3.4080
113 H -3.1201 8.8920 3.8124
114 H -4.6197 10.7510 5.4438
115 H -2.8369 10.7685 5.4392
116 H -3.1878 9.3688 7.2675
117 H -3.3492 8.2120 5.9114
118 H -4.4760 6.9465 7.6657
119 H -6.0267 7.6864 8.2100
120 H -4.4697 8.3270 8.6964
121 C 9.6104 -6.1588 -2.9807
122 O 9.1103 -5.5193 -1.8151
123 C 8.8585 -4.1540 -2.1489
124 C 8.1667 -3.4131 -0.9596
125 N 7.5008 -2.1345 -1.3844
126 C 6.1124 -2.4142 -1.8983
127 C 5.3987 -1.0521 -2.0430
128 O 4.9368 -0.7135 -0.7633
129 C 4.8390 0.6545 -0.4857
130 H 9.6505 -7.2176 -2.7251
131 H 10.5739 -5.6833 -3.1640
132 H 8.9738 -5.9517 -3.8409
133 H 8.1176 -4.0764 -2.9445
134 H 9.8000 -3.6725 -2.4131
135 H 9.0290 -3.1143 -0.3636
136 H 7.5556 -4.0820 -0.3536
137 H 7.2403 -1.6261 -0.5514
138 H 5.5378 -3.0463 -1.2212
139 H 6.1889 -2.9109 -2.8656
140 H 4.4941 -1.0750 -2.6506
141 H 5.9998 -0.2130 -2.3931
142 H 4.1988 1.0480 -1.2753
143 H 5.7882 1.1674 -0.6403
144 H 4.4692 0.8249 0.5254
145 C 0.6841 -8.6165 -4.2809
146 O 1.4443 -8.0624 -3.1743
147 C 2.7142 -7.5668 -3.6141
148 C 3.6143 -7.2221 -2.3484
149 N 2.8574 -6.1895 -1.6442
150 C 2.8883 -4.8370 -2.2230
151 C 2.1975 -3.8379 -1.2627
152 O 0.7882 -4.0932 -1.4512
153 C -0.1073 -3.0282 -0.9710
154 H 0.5970 -7.8887 -5.0877
155 H -0.3010 -8.8939 -3.9060
156 H 1.1120 -9.4984 -4.7577
157 H 2.4731 -6.7238 -4.2616
158 H 3.1868 -8.3042 -4.2630
159 H 4.6286 -6.9080 -2.5948
160 H 3.6300 -8.1049 -1.7093
161 H 1.8789 -6.3908 -1.7930
162 H 2.3277 -4.7993 -3.1570
163 H 3.8948 -4.4514 -2.3855
164 H 2.4897 -2.8062 -1.4586
165 H 2.6112 -4.0726 -0.2819
166 H 0.0638 -2.6739 0.0455
167 H -1.1416 -3.3554 -1.0772
168 H 0.0149 -2.1359 -1.5849
169 C -5.2215 -11.4350 -1.7933
170 O -3.9777 -10.8882 -1.3280
171 C -2.7982 -11.2703 -2.0245
172 C -1.6922 -10.3328 -1.5007
173 N -1.9536 -8.9143 -1.7293
174 C -1.2004 -8.0679 -0.8245
175 C -1.6988 -6.6327 -0.6217
176 O -2.8521 -6.7383 0.2314
177 C -3.6402 -5.5631 0.2251
178 H -5.4021 -10.9180 -2.7357
179 H -5.9974 -11.2426 -1.0523
180 H -5.1971 -12.5185 -1.9099
181 H -2.9311 -11.2747 -3.1064
182 H -2.5892 -12.3374 -1.9492
183 H -0.7651 -10.4328 -2.0652
184 H -1.5924 -10.4902 -0.4268
185 H -2.8603 -8.5913 -1.4233
186 H -0.1815 -8.0906 -1.2111
187 H -1.2156 -8.5184 0.1679
188 H -1.9766 -6.2141 -1.5891
189 H -0.8932 -6.0594 -0.1631
190 H -4.2488 -5.6091 1.1283
191 H -4.3919 -5.4500 -0.5561
192 H -3.1441 -4.5953 0.1519
193 C -2.7395 -0.6427 -0.8978
194 C -2.0987 0.7316 -1.1171
195 C -0.5440 0.7966 -0.9601
196 O -0.1851 0.4455 0.3125
197 C 1.2185 0.8062 0.5112
198 N -2.3260 1.2167 -2.4494
199 H -2.5270 -1.2693 -1.7640
200 H -3.8245 -0.5379 -0.8928
201 H -2.4283 -1.0726 0.0543
202 H -2.5768 1.4322 -0.4325
203 H -0.2955 1.8373 -1.1679
204 H -0.0939 0.2042 -1.7567
205 H 1.8339 0.0784 -0.0176
206 H 1.4403 0.6679 1.5694
207 H 1.4974 1.8219 0.2306
208 H -1.8270 2.0793 -2.6136
209 H -1.9704 0.5950 -3.1615
210 C 3.9597 6.6068 0.5397
211 C 4.6889 5.6116 1.4041
212 C 3.7378 4.5806 2.1128
213 O 4.4765 3.8722 3.1028
214 C 3.6443 3.1774 4.0022
215 N 5.5967 4.9322 0.5889
216 H 4.6390 7.2195 -0.0530
217 H 3.3804 7.2380 1.2135
218 H 3.2015 6.2281 -0.1457
219 H 5.3232 6.1601 2.1004
220 H 3.3900 3.8470 1.3854
221 H 2.9498 5.2372 2.4816
222 H 2.9779 2.4639 3.5174
223 H 3.1893 3.8722 4.7081
224 H 4.3855 2.5806 4.5338
225 H 6.2214 5.5383 0.0765
226 H 6.2503 4.4265 1.1696
227 C 2.8515 -1.9202 2.4848
228 C 3.9328 -2.4845 3.3638
229 C 4.0423 -3.9986 3.1875
230 O 5.2300 -4.5543 3.8757
231 C 5.2655 -5.9188 4.0215
232 N 5.1751 -1.9001 2.8464
233 H 3.0693 -2.1857 1.4503
234 H 2.6684 -0.8644 2.6848
235 H 1.9563 -2.4718 2.7719
236 H 3.7911 -2.2106 4.4093
237 H 4.0763 -4.2105 2.1189
238 H 3.2328 -4.6202 3.5699
239 H 4.7572 -6.3643 3.1663
240 H 4.7471 -6.1914 4.9407
241 H 6.3118 -6.2218 4.0616
242 H 5.3298 -2.2051 1.8961
243 H 5.8662 -2.3518 3.4282
244 C -1.7058 1.4615 -5.8574
245 C -0.6639 0.4802 -6.3830
246 C 0.2561 0.0196 -5.2561
247 O 1.0556 1.0501 -4.7796
248 C 1.9423 0.5128 -3.8543
249 N -1.4350 -0.6523 -6.8407
250 H -1.1261 2.2680 -5.4083
251 H -2.3783 1.1345 -5.0644
252 H -2.3143 1.9303 -6.6308
253 H -0.0602 0.8911 -7.1923
254 H 0.9098 -0.6957 -5.7552
255 H -0.2652 -0.5797 -4.5097
256 H 1.4750 0.0328 -2.9945
257 H 2.5976 1.2427 -3.3789
258 H 2.5646 -0.2776 -4.2737
259 H -0.8380 -1.3619 -7.2408
260 H -2.1081 -0.3438 -7.5278
261 C -1.5345 -2.4991 3.2165
262 C -2.8727 -2.5246 3.9463
263 C -3.8476 -1.4053 3.4883
264 O -3.4808 -0.0349 3.9820
265 C -3.5043 0.0634 5.4248
266 N -3.4699 -3.8145 3.7331
267 H -1.0266 -1.5375 3.1425
268 H -1.7040 -2.8790 2.2090
269 H -0.8038 -3.1415 3.7079
270 H -2.6226 -2.5055 5.0070
271 H -4.8830 -1.5708 3.7859
272 H -3.9749 -1.3855 2.4060
273 H -3.1659 1.0630 5.6976
274 H -2.7336 -0.5013 5.9494
275 H -4.4912 -0.1240 5.8479
276 H -4.1266 -3.9874 4.4808
277 H -2.7049 -4.3840 4.0656
278 C -5.6202 3.5272 -5.3384
279 C -5.5156 4.9879 -5.5207
280 C -6.4342 5.5687 -6.6028
281 O -7.8154 5.2459 -6.2263
282 C -8.7062 5.6748 -7.2816
283 N -5.7763 5.5925 -4.1809
284 H -4.9139 3.2298 -4.5633
285 H -5.3218 2.9645 -6.2230
286 H -6.6575 3.2765 -5.1163
287 H -4.4730 5.0975 -5.8189
288 H -6.2986 5.0990 -7.5770
289 H -6.1579 6.6193 -6.6931
290 H -8.7073 4.9314 -8.0788
291 H -8.4305 6.6475 -7.6890
292 H -9.7415 5.7157 -6.9431
293 H -5.3758 4.9839 -3.4813
294 H -6.7610 5.6328 -3.9602
295 C -2.6505 3.4688 3.3984
296 C -1.9833 2.7718 2.2048
297 C -0.8375 3.6092 1.5456
298 O -1.2866 4.9111 1.1956
299 C -0.3568 5.8303 0.6136
300 N -1.4373 1.5308 2.7187
301 H -1.9548 4.1010 3.9501
302 H -3.1628 2.8067 4.0964
303 H -3.4194 4.1444 3.0236
304 H -2.7387 2.4650 1.4814
305 H -0.5282 3.1474 0.6080
306 H 0.0405 3.6514 2.1902
307 H 0.5703 5.8766 1.1849
308 H -0.9046 6.7711 0.6656
309 H -0.1527 5.5571 -0.4217
310 H -1.1322 0.9474 1.9528
311 H -2.1613 0.9817 3.1597
312 C 6.9052 2.2905 1.7870
313 C 7.4558 0.9876 2.3396
314 C 9.0234 0.8784 2.4176
315 O 9.6108 1.1011 1.0995
316 C 9.3891 0.0163 0.1660
317 N 6.8304 0.5890 3.5441
318 H 7.2798 3.0935 2.4218
319 H 5.8321 2.3223 1.5986
320 H 7.3352 2.3485 0.7871
321 H 7.1397 0.2496 1.6023
322 H 9.4093 -0.0706 2.7899
323 H 9.4310 1.7520 2.9262
324 H 9.9484 0.1014 -0.7657
325 H 8.3411 0.0070 -0.1333
326 H 9.6957 -0.9261 0.6198
327 H 6.1164 1.2313 3.8569
328 H 6.2455 -0.2170 3.3755
329 C -4.1037 -3.5596 -3.5171
330 C -3.8656 -2.4693 -4.6472
331 C -4.6879 -1.0671 -4.3972
332 O -6.1025 -1.1344 -4.6793
333 C -6.7983 0.1030 -4.4909
334 N -2.4490 -2.3280 -4.5704
335 H -5.0746 -4.0512 -3.5779
336 H -4.1105 -3.0400 -2.5589
337 H -3.3391 -4.3353 -3.4765
338 H -4.2078 -2.8664 -5.6028
339 H -4.2576 -0.2323 -4.9504
340 H -4.6013 -0.8827 -3.3264
341 H -7.8799 -0.0004 -4.5777
342 H -6.4186 0.7399 -5.2898
343 H -6.5162 0.5922 -3.5586
344 H -2.1473 -1.6381 -5.2435
345 H -2.0212 -3.2126 -4.8041

Cartesian forces (eV/Å) of the 6 atoms listed first:
-1.152 -0.571 0.135
1.028 0.150 0.324
-0.778 -1.263 -0.615
0.342 -0.079 1.273
-0.922 0.158 -0.135
0.281 2.166 0.111

gap between HOMO and LUMO: 0.32382 hartree
energy: -6142.93924 hartree
energy relative to the best compared isomer or geometry (same formula, charge and spin): 89.0 kcal per mole
multiplicity: 1